16
Properties=species:S:1:pos:R:3:forces:R:3:nbo_charge:R:1 method="wB97M-V/def2-TZVPD" mol_weight_da=112.1 gap_ev=8.537 homo_energy_ha=-0.28916 relative_energy_kcal_mol=177.2 fmax_ev_per_a=3.97
C -0.72111 -1.46378 0.71436 -0.78 -1.27 0.34 -0.121
C 0.55126 -1.22246 0.19291 0.14 1.95 -1.80 0.171
C -0.95672 0.40691 -1.03771 -0.35 -0.45 -0.26 0.260
C -1.05323 1.21323 -2.30734 -1.59 -1.39 -0.33 -0.764
C 1.58463 0.12322 1.93762 -3.86 -0.27 0.90 -0.443
N -1.93323 -1.23008 0.20225 0.35 -1.28 2.42 -0.190
N 1.59674 -0.60327 0.66969 -0.05 -0.44 1.14 -0.549
O -2.05750 -0.28528 -0.81498 2.73 0.63 -0.48 -0.324
H -0.66651 -2.27306 1.55790 -0.77 1.36 -1.58 0.232
H -0.12826 1.41189 -2.76206 1.63 -0.54 -0.58 0.234
H -1.79643 0.91790 -3.09580 0.53 -0.05 0.84 0.215
H -1.26747 2.20427 -2.03935 -0.90 1.61 0.85 0.246
H 2.47752 0.60864 2.19981 1.63 -0.10 0.33 0.209
H 0.91976 0.97931 1.65048 -0.06 -0.47 1.07 0.211
H 1.10595 -0.53100 2.84465 1.31 1.72 -2.37 0.213
H 2.34459 -0.25643 0.08758 0.05 -1.00 -0.49 0.398


22
Properties=species:S:1:pos:R:3:forces:R:3:nbo_charge:R:1 method="wB97M-V/def2-TZVPD" mol_weight_da=115.2 gap_ev=5.030 homo_energy_ha=-0.49969 relative_energy_kcal_mol=168.3 fmax_ev_per_a=3.19 total_charge=+1
C 1.69255 -1.07313 0.13991 -2.06 0.11 -0.89 -0.226
N 0.60657 -1.02119 1.01706 0.44 -0.53 0.29 -0.649
C 2.64029 0.17307 0.20034 2.56 -1.85 0.50 -0.207
N 3.66958 0.11748 -0.73354 -0.86 1.06 0.53 -0.659
H 2.28725 -1.96958 0.29120 0.19 0.12 0.27 0.243
H 1.24837 -1.14361 -0.88567 0.48 0.75 -0.32 0.220
H 0.43512 -1.89719 1.49172 -0.20 0.29 0.33 0.410
H -0.25451 -0.52230 0.77095 0.04 -0.45 0.06 0.432
H 1.95773 1.11429 0.28419 -0.87 0.25 -1.73 0.242
H 3.14277 0.08608 1.17780 -0.29 0.73 0.15 0.249
H 1.32904 1.32677 -1.19252 0.11 -0.20 1.34 0.108
H 3.43210 0.43873 -1.65922 0.31 -0.35 -0.26 0.389
H 4.55903 0.46527 -0.40759 0.14 -0.20 -0.15 0.412
H -2.97821 -0.51969 0.53819 -0.17 -0.11 0.00 0.516
H -1.89100 0.21098 -0.26641 -0.66 0.02 -0.18 0.481
O -2.11296 -0.64641 0.12027 0.62 0.10 0.19 -0.992
H -5.40233 0.36338 0.87141 -0.02 0.10 -0.04 0.483
H -5.56857 -1.06540 1.37092 0.21 0.02 -0.07 0.489
O -4.92351 -0.46257 0.97935 -0.08 -0.07 0.11 -0.962
H -0.63128 1.62273 -1.25688 0.96 -0.13 -0.11 0.452
H -1.67068 2.64424 -1.60888 -0.29 -0.02 0.05 0.499
O -1.56733 1.75804 -1.24261 -0.55 0.37 -0.07 -0.931


105
Properties=species:S:1:pos:R:3:forces:R:3:mulliken_spin:R:1 method="wB97M-V/def2-TZVPD" mol_weight_da=790.6 gap_ev="2.917 / 5.723" homo_energy_ha="-0.14086 / -0.24398" relative_energy_kcal_mol=0.0 fmax_ev_per_a=1.11 spin_multiplicity=3
Ti -1.14099 0.53616 -0.26047 -0.63 -0.87 0.28 0.889
C -1.86111 0.02478 3.18667 0.08 0.07 0.02 0.011
C -1.71062 -1.21127 2.36427 -0.05 0.32 0.23 -0.008
C -2.05165 -2.51432 2.72769 0.08 -0.12 -0.07 -0.007
C -1.75848 -3.28568 1.61342 0.02 -0.14 0.00 0.003
C -1.93651 -4.75300 1.40344 -0.02 -0.01 0.07 0.001
N -1.26635 -2.47366 0.66987 0.07 0.24 -0.31 0.020
N -1.22373 -1.18879 1.12843 -0.04 -0.53 -0.28 0.046
B -0.83123 -2.87372 -0.77547 0.01 0.00 0.11 -0.074
N 0.68125 -3.17247 -0.80948 -0.01 -0.05 -0.04 -0.005
N 1.60172 -2.25571 -0.42284 -0.22 -0.01 0.12 0.021
C 2.78307 -2.78175 -0.68831 0.20 0.06 0.03 0.001
C 4.02749 -2.00059 -0.41328 0.10 -0.07 0.01 0.000
C 2.64817 -4.06797 -1.24608 -0.06 0.10 0.01 0.000
C 1.28626 -4.27293 -1.31596 -0.05 0.03 0.03 0.001
C 0.54272 -5.45310 -1.85173 0.06 -0.02 -0.03 0.000
N -1.20417 -1.80938 -1.83591 0.18 0.12 0.05 -0.033
N -0.50810 -0.62300 -1.96636 -0.08 -0.39 -0.16 0.099
C -0.77453 -0.15798 -3.19404 0.10 -0.19 0.08 0.001
C -0.11362 1.05581 -3.74800 -0.13 0.10 -0.01 0.033
C -1.66671 -1.01268 -3.84194 0.00 0.03 -0.09 -0.017
C -1.92207 -2.03383 -2.95121 -0.03 -0.13 0.06 0.012
C -2.84426 -3.19670 -3.11262 -0.02 0.04 -0.06 0.002
H -2.40203 -0.21268 4.10222 0.01 0.03 0.03 0.000
H -2.40528 0.80583 2.65345 0.00 -0.06 -0.03 0.001
H -0.88075 0.43839 3.43519 -0.03 -0.03 -0.02 0.000
H -2.47650 -2.84650 3.66008 -0.03 -0.01 0.00 0.000
H -2.32937 -5.20614 2.31241 0.00 0.00 0.00 0.000
H -0.99384 -5.24208 1.15465 0.03 0.02 0.00 0.000
H -2.63189 -4.95281 0.58830 -0.02 0.01 -0.01 0.000
H -1.40446 -3.88352 -1.06681 -0.04 0.05 0.08 0.000
H 3.77114 -0.98826 -0.10139 -0.03 0.00 0.01 0.001
H 4.64069 -1.90583 -1.31076 0.00 -0.02 -0.01 0.000
H 4.65068 -2.48293 0.34867 -0.01 0.01 0.01 0.000
H 3.42423 -4.74060 -1.57108 0.01 -0.01 -0.02 0.000
H 1.25585 -6.21966 -2.15275 -0.01 0.00 0.00 0.000
H -0.05902 -5.19118 -2.72250 0.01 0.03 -0.02 0.000
H -0.13149 -5.88336 -1.11136 -0.01 0.00 0.03 0.000
H 0.63688 1.43556 -3.05995 0.00 0.00 0.03 -0.024
H -0.85015 1.83731 -3.94286 0.01 0.01 0.00 -0.007
H 0.37149 0.79791 -4.69124 0.01 0.01 0.00 0.000
H -2.09050 -0.89044 -4.82427 -0.01 0.01 -0.01 0.001
H -3.43102 -3.05967 -4.01943 0.00 -0.01 0.00 0.000
H -3.53457 -3.26410 -2.27206 0.00 0.02 0.02 0.000
H -2.30513 -4.14152 -3.18714 0.02 -0.01 0.00 0.000
C -4.93915 -1.44422 0.20616 -0.09 0.11 -0.04 0.000
O -5.33431 -1.18849 -1.13657 0.10 -0.14 -0.06 -0.002
C -4.98444 -0.01461 -1.75796 -0.09 0.04 -0.16 -0.095
C -5.86282 0.42382 -2.74685 0.00 -0.05 0.03 0.197
C -5.58743 1.58192 -3.46407 0.09 0.03 0.06 -0.095
C -4.44026 2.30557 -3.20061 -0.12 -0.12 -0.09 0.120
C -3.51627 1.87904 -2.22668 0.21 0.36 0.06 -0.137
C -2.38093 2.71475 -1.94722 0.11 -0.09 0.12 0.553
N -1.39856 2.36606 -1.08400 -0.20 -0.01 -0.26 0.034
N -0.64282 3.34465 -0.51932 -0.34 0.45 0.15 -0.074
C -0.12651 2.93786 0.61101 -0.14 -0.40 0.16 0.152
O -0.30462 1.67943 1.04001 0.47 0.89 0.03 0.009
C 0.54710 3.87860 1.50006 0.14 -0.09 -0.12 -0.018
C 0.75757 3.53467 2.83715 0.08 0.05 0.17 0.061
C 1.41083 4.40397 3.70126 -0.06 -0.10 -0.06 -0.043
C 1.87008 5.63385 3.25089 0.00 0.02 0.00 0.073
C 1.63127 5.99873 1.92957 -0.04 -0.04 -0.08 -0.036
C 0.97021 5.13964 1.06766 0.07 0.15 0.04 0.061
C -3.80743 0.68621 -1.50609 0.25 0.11 0.31 0.146
O -2.96116 0.23574 -0.55896 -0.04 0.23 -0.28 0.055
H -5.59087 -2.24800 0.54753 0.00 -0.01 0.02 0.000
H -3.89645 -1.74730 0.27602 0.00 -0.03 0.01 0.000
H -5.08974 -0.56376 0.83472 0.01 0.00 0.01 0.000
H -6.75288 -0.16305 -2.93065 -0.02 0.01 -0.01 0.017
H -6.28339 1.92293 -4.21941 0.00 0.00 -0.02 -0.004
H -4.23271 3.21878 -3.74543 0.00 0.01 -0.01 0.001
H -2.36115 3.72426 -2.34983 -0.03 -0.02 -0.03 0.019
H 0.36976 2.58838 3.19228 0.03 0.00 -0.04 0.016
H 1.54653 4.12248 4.73930 0.01 0.01 0.02 -0.002
H 2.38252 6.31071 3.92206 0.00 0.00 0.01 0.008
H 1.95306 6.96816 1.56896 0.00 0.02 0.02 -0.002
H 0.74803 5.44771 0.05553 0.02 -0.02 -0.02 0.011
C 4.62393 4.72571 -1.88830 0.05 -0.01 0.02 0.000
N 4.15542 3.43303 -1.43948 0.11 -0.22 -0.01 0.000
C 2.88732 2.97633 -1.47880 -0.54 0.27 -0.27 0.003
N 1.92723 3.81478 -1.92336 0.15 -0.22 0.28 -0.001
S 2.49987 1.39328 -1.04892 0.26 -0.03 0.10 0.004
H 5.51749 4.99139 -1.32608 0.04 -0.03 -0.05 0.000
H 3.89056 5.50193 -1.68104 -0.03 0.00 0.06 0.000
H 4.85757 4.74119 -2.95553 -0.04 0.01 -0.02 0.000
H 4.83095 2.69698 -1.30768 0.00 0.11 0.08 0.000
H 2.13448 4.78853 -2.05830 0.01 0.05 -0.04 0.001
H 0.97320 3.60149 -1.61703 0.04 0.06 -0.10 0.001
N 3.66942 -0.80092 4.16021 -0.05 -0.01 -0.03 0.000
C 2.40338 -1.66728 4.20504 0.16 0.12 0.14 0.000
C 1.89049 -1.87864 2.80468 -0.04 0.01 0.00 0.002
N 1.49953 -0.59503 2.26271 -0.02 -0.13 0.00 -0.004
C 2.43358 0.49344 2.49336 -0.02 0.04 -0.06 0.007
C 3.80603 -0.01890 2.85819 0.12 -0.07 0.16 0.000
H 4.49303 -1.38343 4.30643 -0.05 0.05 -0.05 0.000
H 3.63723 -0.13129 4.92826 0.01 -0.06 -0.03 0.000
H 1.67866 -1.11165 4.79788 -0.04 -0.02 -0.03 0.000
H 2.66504 -2.59096 4.71610 -0.01 0.00 -0.01 0.000
H 1.01532 -2.53105 2.86450 -0.02 0.02 -0.04 0.000
H 2.63928 -2.42284 2.20809 0.02 -0.01 -0.03 0.000
H 1.26935 -0.71891 1.28145 0.03 0.11 -0.06 -0.003
H 2.08194 1.14932 3.30225 0.02 -0.01 -0.02 -0.002
H 2.51396 1.12536 1.60497 -0.06 -0.05 0.03 -0.004
H 4.53207 0.77243 3.03958 -0.02 0.01 -0.01 0.000
H 4.19911 -0.71473 2.12281 0.00 0.00 -0.09 0.000


89
Properties=species:S:1:pos:R:3:forces:R:3:lowdin_charge:R:1 method="wB97M-V/def2-TZVPD" mol_weight_da=660.9 gap_ev=8.292 homo_energy_ha=-0.29412 fmax_ev_per_a=2.62
C 4.91304 -1.60860 -0.00214 0.36 0.69 -0.01 -0.042
C 4.29576 -0.26590 -0.39072 -0.08 -0.22 -0.26 -0.226
C 5.11006 0.82851 -0.67741 0.23 0.22 -0.02 -0.054
C 4.57818 2.06410 -1.03203 0.24 0.77 -0.19 -0.097
C 3.20946 2.25451 -1.15250 -0.42 -0.88 0.14 -0.079
C 2.39447 1.14997 -0.89751 -0.17 0.55 -0.09 -0.041
C 2.91077 -0.07840 -0.50982 -0.51 -0.48 0.29 -0.189
C 1.88731 -1.21407 -0.26066 1.09 0.57 -0.75 -0.058
C 1.36173 -1.66938 -1.62937 0.15 0.10 0.59 -0.122
C 2.30709 -2.00065 -2.59624 0.19 -0.47 -0.61 -0.025
C 1.93606 -2.44129 -3.86722 -0.06 0.13 0.31 -0.062
C 0.58694 -2.51621 -4.18927 0.71 -0.17 -0.18 -0.113
C -0.33640 -2.18733 -3.21327 -1.93 0.06 -0.28 -0.431
C -0.00695 -1.76403 -1.93360 1.45 0.08 0.14 -0.183
N -0.93486 -1.45237 -0.88107 0.08 -0.01 -1.53 -0.075
N -1.12362 -2.65983 -0.09648 -0.33 -0.17 1.10 0.168
C -0.72705 -2.51961 1.06645 1.42 0.49 1.61 -0.295
O -0.24807 -2.43865 2.14599 -1.38 -0.57 -2.15 0.151
C -2.17075 -0.89534 -1.32897 -0.80 0.59 0.98 -0.241
C -2.81471 -1.17063 -2.52408 1.02 -0.90 -0.68 -0.440
C -4.02772 -0.58980 -2.87066 -0.64 0.30 -0.38 -0.098
C -4.65407 0.30397 -2.02398 0.83 -0.41 0.72 -0.009
C -4.02409 0.56755 -0.79154 -1.04 0.39 -0.74 -0.338
O -4.66489 1.43382 0.06131 0.23 -0.42 0.21 -0.004
C -2.81006 -0.00432 -0.44439 -0.40 0.24 0.67 -0.431
S -2.13277 0.42221 1.15819 0.30 -0.24 0.00 0.843
S -2.07210 -2.33595 -3.67009 0.23 0.35 0.46 1.027
H 4.71989 -2.40866 -0.73392 -0.22 0.20 0.38 0.074
H 6.00910 -1.48678 0.02110 -0.41 -0.11 0.16 0.081
H 4.57414 -1.88580 1.00751 0.18 -0.24 -0.38 0.078
H 6.20004 0.74364 -0.63400 -0.36 -0.13 0.09 0.111
H 5.24376 2.91165 -1.22494 -0.11 -0.39 0.06 0.103
H 2.72370 3.18427 -1.44658 0.46 -0.08 0.08 0.104
H 1.31218 1.26352 -1.01380 0.27 -0.13 0.10 0.121
H 1.11147 -0.80804 0.39854 0.11 -0.43 -0.19 0.104
H 2.45685 -2.03763 0.19956 -0.66 0.14 0.09 0.110
H 3.37937 -1.96214 -2.39457 -0.41 0.20 0.21 0.108
H 2.70782 -2.71033 -4.59201 -0.31 0.10 0.19 0.111
H 0.29243 -2.84786 -5.18792 -0.15 0.19 0.40 0.109
H -4.50462 -0.82638 -3.82362 0.31 -0.03 0.20 0.113
H -5.60752 0.78988 -2.24282 0.31 -0.23 -0.14 0.121
H -5.59971 1.41144 -0.17880 0.11 0.20 0.11 0.102
H -3.18121 0.13511 1.97726 0.15 0.08 -0.65 -0.095
C 2.28386 -4.78971 3.70213 0.10 -0.25 0.09 -0.108
O 3.53117 -5.45483 3.66106 0.03 0.42 -0.05 -0.197
C 4.19064 -5.32833 2.41186 0.04 -0.24 0.16 -0.196
C 5.67204 -5.04651 2.58020 0.08 -0.03 -0.10 -0.179
O 5.98585 -3.74610 3.06374 -0.04 -0.04 0.03 -0.131
C 5.66283 -3.43924 4.41572 0.02 0.12 0.00 -0.177
C 6.46145 -4.20451 5.45608 -0.40 -0.07 0.10 -0.196
O 6.04041 -5.55711 5.53305 0.27 -0.05 -0.33 -0.201
C 7.09887 -6.46740 5.74030 -0.24 -0.03 0.11 -0.114
H 1.52694 -5.37232 3.16705 -0.11 0.17 -0.06 0.089
H 1.98776 -4.70139 4.74708 0.01 -0.08 -0.01 0.091
H 2.35709 -3.78266 3.27970 -0.08 -0.01 -0.06 0.079
H 3.74206 -4.53346 1.80380 -0.01 0.03 0.07 0.114
H 4.06932 -6.27758 1.87477 0.10 0.07 -0.19 0.128
H 6.12578 -5.09840 1.58668 -0.04 0.11 -0.02 0.127
H 6.15847 -5.81787 3.17791 -0.17 -0.03 0.15 0.114
H 4.59036 -3.52910 4.59076 0.01 -0.22 0.10 0.114
H 5.90830 -2.38025 4.53202 0.09 -0.03 -0.06 0.128
H 6.28711 -3.74844 6.43911 0.14 0.21 -0.05 0.127
H 7.52779 -4.13176 5.21800 0.01 -0.05 -0.03 0.124
H 7.94843 -6.25177 5.08373 0.05 0.04 0.06 0.086
H 6.73166 -7.46541 5.49971 -0.06 0.04 0.06 0.089
H 7.41969 -6.45478 6.78726 0.17 -0.02 -0.03 0.088
C -6.97484 7.98641 -3.96838 0.28 0.05 0.17 -0.112
O -6.44584 7.66927 -2.69616 -0.29 -0.25 -0.18 -0.200
C -7.39740 7.75787 -1.64843 0.25 0.05 0.06 -0.198
C -7.28176 6.59247 -0.68314 -0.03 0.04 0.14 -0.179
O -7.71686 5.33905 -1.19572 0.05 -0.01 -0.03 -0.122
C -6.92903 4.72078 -2.20573 -0.05 -0.08 -0.03 -0.176
C -5.55653 4.25302 -1.75270 0.05 0.29 -0.38 -0.203
O -4.67958 5.34877 -1.56566 -0.18 0.01 0.40 -0.193
C -3.81590 5.19562 -0.45684 0.11 0.12 -0.20 -0.102
H -7.08481 9.07022 -4.07667 -0.15 -0.01 -0.11 0.088
H -6.26872 7.62730 -4.71673 0.04 0.05 0.03 0.089
H -7.93558 7.48953 -4.13578 -0.05 0.07 -0.01 0.086
H -8.41956 7.79905 -2.04159 0.03 -0.05 -0.05 0.124
H -7.20490 8.68961 -1.10174 -0.16 -0.02 0.13 0.127
H -7.94724 6.80286 0.15815 -0.09 -0.04 -0.07 0.128
H -6.27693 6.52003 -0.26620 0.11 0.06 -0.20 0.115
H -6.86237 5.35390 -3.09094 0.21 0.08 0.04 0.114
H -7.49467 3.83244 -2.50224 -0.03 0.00 0.10 0.125
H -5.12203 3.61482 -2.53461 -0.16 -0.21 0.05 0.128
H -5.66013 3.66492 -0.83596 0.04 0.07 0.06 0.105
H -4.35525 4.83699 0.42571 0.03 -0.10 -0.01 0.089
H -3.39863 6.17540 -0.22276 0.01 -0.01 -0.10 0.089
H -2.99520 4.51282 -0.69836 -0.01 -0.09 0.16 0.090